Density functional theory data (ωB97M-V with the def2-TZVPD basis set) for a cluster of 18 separate species, C35H39Br2Cl51F3O5P in total.

Cartesian coordinates (Å):
C1 0.7941 -0.2583 2.3400
C2 2.1177 0.3101 1.6163
C3 1.8019 0.5331 0.0538
C4 2.4340 1.8707 -0.5486
C5 1.4051 2.5390 -1.5888
C6 1.3234 4.1531 -1.4457
C7 -0.1630 4.5687 -1.9149
C8 -0.8062 5.6053 -0.8681
C9 -1.9707 5.0062 0.0205
C10 -1.8288 4.5598 1.3689
P1 -0.1831 4.6377 2.2731
O1 -0.3328 4.3523 3.7805
O2 0.7523 3.3234 1.6706
O3 0.6365 6.1210 2.1521
C11 -3.1699 4.0168 2.0772
O4 -3.2651 4.1871 3.2976
C12 -4.3470 3.3331 1.2271
C13 -5.2857 2.2055 1.8297
F1 -4.8620 0.9680 1.2677
F2 -5.1432 2.0369 3.2215
F3 -6.6469 2.4021 1.5974
C14 -4.4758 3.8213 -0.1006
C15 -5.6054 3.3042 -1.0678
Br1 -7.3479 4.2816 -0.9544
C16 -5.4948 2.2352 -1.9676
C17 -6.8065 1.8606 -2.8204
Br2 -3.7955 1.2641 -2.1480
C18 -3.4376 4.9314 -0.6254
O5 -3.8351 5.6981 -1.5145
H1 0.2910 0.6352 2.8532
H2 0.0662 -0.7330 1.6030
H3 1.0346 -1.0490 3.1161
H4 2.4709 1.2897 2.0869
H5 2.9776 -0.4304 1.7498
H6 2.2989 -0.3405 -0.5044
H7 0.6784 0.4284 -0.0928
H8 3.3837 1.6188 -1.1252
H9 2.7135 2.6559 0.2236
H10 0.3781 2.1018 -1.3622
H11 1.6675 2.3185 -2.6763
H12 1.5600 4.4917 -0.3791
H13 2.1317 4.6435 -2.1008
H14 -0.0231 5.1383 -2.9035
H15 -0.8635 3.6887 -2.0574
H16 0.0380 6.0928 -0.2892
H17 -1.2814 6.4458 -1.4947
H18 0.1365 2.6729 1.2643
H19 1.5892 5.8653 2.0701
H20 -7.6911 1.5830 -2.1580
H21 -7.1187 2.7923 -3.4103
H22 -6.5990 1.0148 -3.5498
C19 6.1490 -2.4831 2.5291
Cl1 5.8985 -0.9202 1.7410
Cl2 4.7227 -2.9520 3.4657
Cl3 6.5365 -3.7290 1.3331
H23 6.9907 -2.3903 3.2116
C20 -10.6546 7.2007 -0.7154
Cl4 -9.7211 7.3977 0.7730
Cl5 -10.2271 8.4548 -1.8884
Cl6 -10.3949 5.5919 -1.4035
H24 -11.7100 7.3034 -0.4739
C21 4.4825 -3.8167 -1.8482
Cl7 4.4548 -2.0512 -1.7405
Cl8 2.8422 -4.4590 -1.9991
Cl9 5.4774 -4.3404 -3.2134
H25 4.9211 -4.2080 -0.9341
C22 -2.3175 8.1614 3.8497
Cl10 -1.9039 6.8794 2.7004
Cl11 -2.7471 7.4729 5.4201
Cl12 -0.9769 9.3045 4.0161
H26 -3.1802 8.6997 3.4642
C23 3.6284 -7.4832 0.9613
Cl13 4.5634 -5.9813 0.9695
Cl14 1.9115 -7.1444 0.7044
Cl15 4.2368 -8.5886 -0.2809
H27 3.7416 -7.9622 1.9313
C24 -0.5368 -3.9696 2.5457
Cl16 0.8133 -4.4964 3.5637
Cl17 -1.5922 -2.8625 3.4350
Cl18 0.0473 -3.1972 1.0664
H28 -1.1151 -4.8478 2.2682
C25 0.4504 -10.5941 -1.4234
Cl19 1.7422 -11.1747 -0.3630
Cl20 -0.5706 -9.4234 -0.5776
Cl21 1.1272 -9.8806 -2.8940
H29 -0.1665 -11.4434 -1.7075
C26 1.0751 -4.5099 -5.9125
Cl22 1.2370 -5.9751 -4.9339
Cl23 1.6540 -3.0969 -5.0197
Cl24 1.9511 -4.6827 -7.4404
H30 0.0212 -4.3639 -6.1376
C27 5.8136 -6.1517 -7.9999
Cl25 5.9308 -5.1332 -9.4419
Cl26 7.2077 -7.2354 -7.8890
Cl27 5.6811 -5.1564 -6.5445
H31 4.9146 -6.7583 -8.0820
C28 8.7814 -7.4058 1.2748
Cl28 8.6731 -6.2731 2.6296
Cl29 7.1678 -7.9007 0.7458
Cl30 9.6795 -6.6845 -0.0676
H32 9.3183 -8.2897 1.6111
C29 -11.4161 11.4843 -3.6884
Cl31 -11.2587 12.6791 -2.3937
Cl32 -13.1200 11.1312 -4.0062
Cl33 -10.6122 12.0498 -5.1591
H33 -10.9319 10.5658 -3.3658
C30 -5.3568 -1.3069 4.8708
Cl34 -4.6754 -2.0038 3.3954
Cl35 -6.8781 -2.1071 5.2926
Cl36 -4.2012 -1.4258 6.2046
H34 -5.5628 -0.2543 4.6888
C31 -7.9342 -5.1038 7.7376
Cl37 -9.6613 -5.2352 7.3767
Cl38 -7.6791 -4.2108 9.2428
Cl39 -7.1951 -6.7083 7.8328
H35 -7.4566 -4.5547 6.9293
C32 12.1769 -3.5666 -0.3481
Cl40 10.6159 -3.1398 0.3641
Cl41 12.1356 -3.3534 -2.1065
Cl42 13.4720 -2.6007 0.3715
H36 12.3745 -4.6149 -0.1359
C33 2.4383 -0.2855 6.3791
Cl43 1.3322 -1.5581 5.8410
Cl44 3.5146 -0.8950 7.6446
Cl45 3.3807 0.3436 5.0201
H37 1.8476 0.5277 6.7945
C34 15.4429 -0.2553 -2.6927
Cl46 14.9021 1.2978 -3.3460
Cl47 16.0439 -0.0589 -1.0400
Cl48 14.1316 -1.4423 -2.7403
H38 16.2589 -0.6207 -3.3119
C35 -9.0645 0.5563 -6.0744
Cl49 -8.5889 -0.7267 -7.1948
Cl50 -9.5112 -0.1240 -4.5033
Cl51 -7.7607 1.7383 -5.8922
H39 -9.9327 1.0655 -6.4859

The orbital gap is 7.65 eV. As for the charge: 0. The total energy is -843329.17617 eV.

=====

Density functional theory data (ωB97M-V with the def2-TZVPD basis set) for a structure of composition C35H39CeN6O5.

Cartesian coordinates (Å):
Ce1 -16.8911 -5.6280 -8.9295
C1 -15.5746 -1.9016 -7.6989
C2 -14.7378 -3.2189 -7.9639
C3 -14.3365 -3.5047 -9.4079
N1 -15.2980 -4.3625 -10.1430
C4 -15.2974 -4.3188 -11.4809
C5 -14.9807 -3.1952 -12.2616
C6 -14.4665 -3.1115 -13.5583
C7 -14.4941 -4.0631 -14.5639
C8 -15.2233 -5.2821 -14.4894
C9 -15.9865 -5.7634 -13.4151
C10 -15.8955 -5.5372 -12.0075
N2 -16.4637 -6.3256 -11.0766
C11 -17.2080 -7.5542 -11.4490
C12 -18.6634 -7.2045 -11.6768
C13 -19.6266 -6.9670 -10.4727
N3 -19.2196 -6.0229 -9.4631
C14 -20.1408 -5.5599 -8.5909
C15 -21.5072 -5.8559 -8.6074
C16 -22.4592 -5.7738 -7.6170
C17 -22.2581 -5.1498 -6.3683
C18 -21.3030 -4.2242 -5.9824
C19 -20.0942 -3.9366 -6.5482
C20 -19.5360 -4.4792 -7.7815
N4 -18.4085 -3.9530 -8.3118
C21 -18.1271 -2.5242 -8.2477
C22 -17.0049 -2.1678 -7.2170
H1 -15.6770 -1.3186 -8.6678
H2 -15.0167 -1.2161 -7.0044
H3 -15.2653 -4.1257 -7.5992
H4 -13.8318 -3.2046 -7.3870
H5 -13.3351 -3.9826 -9.3715
H6 -14.2560 -2.5230 -9.8994
H7 -15.0858 -2.2898 -11.6230
H8 -13.9475 -2.1537 -13.7618
H9 -13.8117 -3.9017 -15.4428
H10 -15.1976 -5.8840 -15.4045
H11 -16.6357 -6.6396 -13.6379
H12 -17.0296 -8.2313 -10.6390
H13 -16.8309 -8.0121 -12.3965
H14 -19.0858 -8.0056 -12.2747
H15 -18.7004 -6.2608 -12.2274
H16 -19.8406 -7.8886 -9.9181
H17 -20.5630 -6.6942 -10.9293
H18 -21.7591 -6.4631 -9.4825
H19 -23.4274 -6.1864 -7.7252
H20 -23.0581 -5.3407 -5.6566
H21 -21.4286 -3.6214 -5.0857
H22 -19.4856 -3.1095 -6.1206
H23 -19.0490 -1.9967 -8.0239
H24 -17.8290 -2.2313 -9.2735
H25 -17.1091 -2.9645 -6.4709
H26 -17.3081 -1.2468 -6.7273
O1 -18.4157 -5.7398 -4.8739
C23 -17.2682 -6.1989 -5.4054
O2 -16.6632 -5.6330 -6.3144
C24 -16.8303 -7.5460 -4.7971
O3 -15.6223 -8.0940 -5.2976
C25 -15.8075 -9.0785 -6.3529
C26 -16.7583 -8.6236 -7.4382
O4 -17.9783 -8.8909 -7.2573
O5 -16.2734 -7.8171 -8.3479
H27 -18.9092 -5.0887 -5.4358
H28 -17.6309 -8.2401 -4.9501
H29 -16.7690 -7.4152 -3.7206
H30 -16.1631 -10.0046 -5.9095
H31 -14.7739 -9.2387 -6.6266
N5 -12.8744 -6.6647 -4.9883
C27 -12.1107 -6.0010 -5.8662
C28 -11.1926 -5.0001 -5.5056
C29 -10.4002 -4.3185 -6.4761
C30 -10.4793 -4.7141 -7.7862
C31 -11.2519 -5.8331 -8.2172
C32 -11.2000 -6.3915 -9.5070
C33 -12.1218 -7.3519 -9.8467
C34 -13.1162 -7.7261 -8.9191
N6 -13.0260 -7.3614 -7.6492
C35 -12.1057 -6.4745 -7.2768
H32 -12.8051 -6.2134 -4.0446
H33 -13.7591 -7.0358 -5.3772
H34 -11.2675 -4.6938 -4.4862
H35 -9.7937 -3.4877 -6.0890
H36 -9.9063 -4.1619 -8.5480
H37 -10.4994 -5.9355 -10.2615
H38 -12.1906 -7.7386 -10.8651
H39 -13.9400 -8.4074 -9.0917

The orbital gap (spin up / spin down) is 7.22 / 7.27 eV. As for the energy above the lowest of the compared OMol25 structures with the same formula, charge and spin: 1.8482 eV. As for the charge: 0. The total energy is -69034.22111 eV. The spin multiplicity is 2. The expectation value of S² is 0.75.

=====

Density functional theory data (ωB97M-V with the def2-TZVPD basis set) for a cluster of 4 separate species, C35H39ClF3N3O7 in total.

Cartesian coordinates (Å):
C1 6.8188 0.9188 0.3229
C2 7.3241 -0.5059 0.0092
O1 8.4747 -0.7746 -0.0621
N1 6.3025 -1.5047 -0.2314
C3 6.5828 -2.7734 0.4824
C4 6.0820 -1.7318 -1.6756
C5 4.6054 -1.3658 -2.0332
C6 3.5727 -2.5125 -1.7757
C7 2.1481 -1.8783 -1.6165
C8 1.5767 -1.8559 -0.1487
C9 2.7726 -1.4299 0.7835
C10 2.4413 -0.9767 2.2098
O2 2.3294 -1.6483 3.1370
F1 2.3225 0.3819 2.3801
N2 1.3975 -3.3118 0.1287
C11 0.5598 -3.4605 1.2561
O3 0.5232 -4.2962 2.0713
C12 -0.3964 -2.1914 1.1677
O4 -0.5329 -1.7752 2.5293
C13 0.1311 -1.2165 0.0724
C14 -0.7821 -1.5939 -1.1702
C15 -2.2016 -0.9875 -1.1319
O5 -2.5869 -0.3977 -2.0461
Cl1 -3.3429 -1.1651 0.2455
N3 0.3443 0.2152 0.3041
C16 -0.6304 0.8960 1.0873
O6 -1.5549 1.4546 0.6917
F2 -0.4189 0.9686 2.4071
C17 0.6910 0.9636 -0.8623
O7 -0.0013 1.3386 -1.6975
F3 2.0125 1.2775 -0.9251
H1 6.7606 1.0661 1.4217
H2 5.8036 1.0771 -0.0891
H3 7.5023 1.6758 -0.1009
H4 5.6928 -3.4232 0.3521
H5 7.4572 -3.2725 0.0180
H6 6.7315 -2.5356 1.5503
H7 6.7250 -1.0738 -2.2997
H8 6.2506 -2.7786 -1.9975
H9 4.5881 -1.1664 -3.1304
H10 4.3305 -0.4030 -1.5601
H11 3.5455 -3.1098 -2.7110
H12 3.8668 -3.2102 -0.9727
H13 2.1627 -0.8924 -2.1196
H14 1.4538 -2.5106 -2.2107
H15 3.3200 -0.5928 0.3039
H16 3.5217 -2.2335 0.8995
H17 2.2539 -3.8430 0.2657
H18 -1.3651 -2.6971 0.9657
H19 -1.4748 -1.8510 2.7362
H20 -0.3381 -1.2556 -2.1251
H21 -0.8034 -2.7012 -1.2277
C18 -3.8872 3.9289 -1.0401
C19 -4.7889 4.7734 -1.6749
C20 -5.6775 5.5327 -0.9242
C21 -5.6581 5.4546 0.4632
C22 -4.7537 4.6124 1.0975
C23 -3.8709 3.8464 0.3463
H22 -3.1962 3.3338 -1.6256
H23 -4.7998 4.8393 -2.7565
H24 -6.3851 6.1863 -1.4203
H25 -6.3482 6.0506 1.0494
H26 -4.7372 4.5524 2.1793
H27 -3.1696 3.1861 0.8402
C24 2.2787 -6.8367 0.9478
C25 3.2967 -7.1781 0.0655
C26 3.5702 -8.5141 -0.1981
C27 2.8189 -9.5088 0.4138
C28 1.7988 -9.1670 1.2931
C29 1.5314 -7.8312 1.5633
H28 2.0662 -5.7980 1.1571
H29 3.8793 -6.4011 -0.4176
H30 4.3682 -8.7803 -0.8810
H31 3.0284 -10.5510 0.2053
H32 1.2120 -9.9435 1.7690
H33 0.7399 -7.5641 2.2528
C30 -8.7462 8.2329 -0.9881
C31 -10.0440 8.6228 -0.6840
C32 -10.2875 9.4233 0.4244
C33 -9.2315 9.8420 1.2239
C34 -7.9332 9.4551 0.9177
C35 -7.6907 8.6472 -0.1857
H34 -8.5571 7.6056 -1.8512
H35 -10.8669 8.3016 -1.3113
H36 -11.3006 9.7219 0.6651
H37 -9.4209 10.4702 2.0859
H38 -7.1094 9.7829 1.5404
H39 -6.6784 8.3411 -0.4211

The orbital gap is 9.25 eV. Its SMILES is CC(=O)N(C)CCCC[C@]1(CC(=O)F)NC(=O)[C@@H](O)[C@@]1(CC(=O)Cl)N(C(=O)F)C(=O)F.c1ccccc1.c1ccccc1.c1ccccc1. As for the charge: 0. The total energy is -76403.55258 eV.

=====

Density functional theory data (ωB97M-V with the def2-TZVPD basis set) for a structure of composition C35H39N3OPtS2Te.

Cartesian coordinates (Å):
Pt1 1.1275 2.1969 0.2640
C1 -1.2691 2.8233 2.9397
S1 0.4886 3.1727 2.6807
C2 1.2425 1.9716 3.8155
H1 -1.5272 3.1234 3.9523
H2 -1.4755 1.7671 2.7980
H3 -1.8414 3.4117 2.2281
H4 0.5197 1.2113 4.0922
H5 1.5839 2.5092 4.6983
H6 2.0966 1.5087 3.3302
C3 4.8350 5.6770 1.2614
C4 3.8845 5.9404 0.0807
C5 2.9232 4.9013 0.0141
N1 2.1737 4.0258 0.0262
H7 5.5467 6.4958 1.3314
H8 5.3828 4.7516 1.1051
H9 4.2871 5.6219 2.1996
H10 4.4498 5.9586 -0.8553
H11 3.3850 6.9080 0.2012
C6 -5.7021 -4.3763 -3.0425
C7 -4.4836 -4.0013 -2.2956
C8 -3.2078 -4.2898 -2.8016
C9 -2.0616 -3.7905 -2.2096
C10 -0.7168 -4.0632 -2.7973
C11 -2.2028 -3.0524 -1.0252
Te1 -0.3370 -2.1106 -0.3134
N2 1.0670 0.2260 0.1772
C12 2.0537 -0.4749 -0.2646
O1 1.9982 -1.7205 -0.4602
C13 3.3468 0.2109 -0.5991
C14 3.9059 1.1521 0.2727
C15 5.1267 1.7252 -0.0521
C16 5.7923 1.3500 -1.2094
C17 5.2314 0.4154 -2.0684
C18 4.0024 -0.1495 -1.7732
C19 -0.1003 -2.3822 1.7905
C20 -0.5644 -1.4078 2.6618
C21 -0.3837 -1.5723 4.0234
C22 0.3016 -2.6829 4.4959
C23 0.8042 -3.6203 3.6141
C24 0.6218 -3.4908 2.2370
C25 1.1828 -4.4869 1.2821
C26 -3.4549 -2.7607 -0.4741
C27 -3.6016 -1.9490 0.7658
C28 -4.5774 -3.2766 -1.1015
H12 -5.4845 -5.0495 -3.8667
H13 -6.1822 -3.4859 -3.4588
H14 -6.4409 -4.8211 -2.3741
H15 -3.1180 -4.8963 -3.6888
H16 -0.7775 -4.8179 -3.5778
H17 -0.0322 -4.4262 -2.0243
H18 -0.2976 -3.1564 -3.2436
H19 3.4734 1.3148 1.2572
H20 5.5867 2.4232 0.6298
H21 6.7551 1.7772 -1.4384
H22 5.7591 0.1067 -2.9574
H23 3.5529 -0.8742 -2.4346
H24 -1.0750 -0.5363 2.2722
H25 -0.7814 -0.8538 4.7248
H26 0.4520 -2.8021 5.5572
H27 1.3615 -4.4640 3.9908
H28 1.8830 -5.1509 1.7840
H29 1.7018 -3.9771 0.4635
H30 0.3851 -5.1070 0.8649
H31 -2.6505 -1.4773 1.0158
H32 -3.9200 -2.5802 1.5938
H33 -4.3601 -1.1810 0.6317
H34 -5.5488 -3.0829 -0.6684
S2 -1.9802 4.9649 -2.1475
C29 -0.7358 4.4342 -1.1037
N3 -0.6606 3.1497 -0.9006
C30 -1.6221 2.4658 -1.5994
C31 -1.8286 1.0881 -1.6255
C32 -2.8394 0.5758 -2.4101
C33 -3.6633 1.4182 -3.1577
C34 -3.4897 2.7885 -3.1333
C35 -2.4638 3.3074 -2.3560
H35 -0.0670 5.1402 -0.6474
H36 -1.1711 0.4483 -1.0472
H37 -3.0034 -0.4940 -2.4515
H38 -4.4397 0.9905 -3.7687
H39 -4.1311 3.4433 -3.7003

The orbital gap (spin up / spin down) is 8.55 / 4.40 eV. As for the charge: +3. The total energy is -75626.13738 eV. The spin multiplicity is 6. The expectation value of S² is 8.79.

=====

Density functional theory data (ωB97M-V with the def2-TZVPD basis set) for a structure of composition C35H40B2F4N5O5PS2SnTe.

Cartesian coordinates (Å):
Sn1 0.8060 0.0332 0.4271
C1 1.3492 -3.6537 3.4348
C2 1.2611 -2.2705 2.8799
N1 0.2043 -1.6934 2.4491
O1 -0.9340 -2.4861 2.3913
B1 -2.1267 -1.7226 2.6142
F1 -2.1062 -0.8985 3.6965
F2 -3.2310 -2.4831 2.4413
O2 -2.3386 -0.6022 1.3438
N2 -1.3975 0.4369 1.3816
C3 -1.6618 1.4177 2.1515
C4 -2.9513 1.6743 2.8408
C5 -0.4893 2.3128 2.3672
N3 0.6366 1.7422 2.1317
O3 1.7270 2.4992 2.3176
B2 2.9566 1.8122 2.9078
F3 2.6575 1.4780 4.2190
F4 3.9653 2.7226 2.7701
O4 3.3732 0.5702 2.1758
N4 2.3421 -0.3287 2.2007
C6 2.4848 -1.4214 2.8427
C7 3.7191 -1.8238 3.5733
C8 -0.5979 3.7125 2.8582
H1 0.3780 -4.1394 3.4262
H2 1.7226 -3.6192 4.4585
H3 2.0605 -4.2444 2.8550
H4 -3.6923 0.9241 2.5781
H5 -3.3074 2.6642 2.5538
H6 -2.8021 1.6656 3.9213
H7 4.4543 -1.0291 3.5105
H8 4.1291 -2.7358 3.1348
H9 3.4967 -2.0292 4.6201
H10 -1.6108 3.9687 3.1545
H11 -0.2753 4.3867 2.0615
H12 0.0835 3.8579 3.6965
O5 2.2005 -0.8930 -1.9533
C9 2.2128 -1.9462 -2.8918
C10 1.3970 -3.1515 -2.4652
C11 0.9903 -4.0494 -3.4524
C12 0.2857 -5.1818 -3.0933
C13 -0.0117 -5.3791 -1.7549
C14 0.4120 -4.4230 -0.8499
N5 1.1138 -3.3359 -1.1798
H13 2.7282 -0.1661 -2.3105
H14 3.2430 -2.2789 -3.0803
H15 1.8132 -1.5974 -3.8526
H16 1.2317 -3.8528 -4.4887
H17 -0.0342 -5.8935 -3.8431
H18 -0.5702 -6.2416 -1.4195
H19 0.1500 -4.5184 0.1929
C15 -8.5103 -1.7235 -1.5289
C16 -7.0301 -1.6682 -1.2841
C17 -6.3299 -0.4748 -1.4192
C18 -4.9651 -0.3994 -1.1859
C19 -4.2789 0.9296 -1.3454
C20 -4.2847 -1.5712 -0.7988
Te1 -2.2272 -1.4819 -0.5755
C21 -4.9720 -2.7889 -0.6358
C22 -4.3527 -4.0773 -0.1708
C23 -6.3386 -2.8049 -0.8954
H20 -8.8653 -0.8176 -2.0167
H21 -9.0500 -1.8312 -0.5867
H22 -8.7714 -2.5775 -2.1541
H23 -6.8630 0.4210 -1.7141
H24 -5.0203 1.7205 -1.4440
H25 -3.6450 0.9485 -2.2335
H26 -3.6382 1.1690 -0.4962
H27 -3.2691 -4.0941 -0.2571
H28 -4.7621 -4.9098 -0.7437
H29 -4.5956 -4.2368 0.8797
H30 -6.8775 -3.7395 -0.7845
S1 1.0738 3.6434 -3.9989
P1 1.7726 3.2295 -2.2258
S2 0.4359 2.3103 -0.9736
C24 2.4640 4.6800 -1.3766
C25 2.4944 4.7753 0.0076
C26 3.1127 5.8568 0.6201
C27 3.6904 6.8518 -0.1520
C28 3.6557 6.7633 -1.5376
C29 3.0489 5.6804 -2.1509
C30 3.2097 2.0974 -2.3021
C31 3.4918 1.4183 -3.4838
C32 4.5566 0.5264 -3.5384
C33 5.3424 0.3082 -2.4135
C34 5.0649 0.9870 -1.2335
C35 4.0071 1.8824 -1.1788
H31 2.0524 4.0004 0.6119
H32 3.1503 5.9017 1.7000
H33 4.1706 7.6972 0.3234
H34 4.1044 7.5408 -2.1418
H35 3.0069 5.6106 -3.2305
H36 2.8771 1.6097 -4.3548
H37 4.7760 0.0068 -4.4627
H38 6.1735 -0.3838 -2.4573
H39 5.6701 0.8204 -0.3525
H40 3.7975 2.4042 -0.2517

The orbital gap is 6.01 eV. As for the energy above the lowest of the compared OMol25 structures with the same formula, charge and spin: 1.1362 eV. As for the charge: 0. The total energy is -110945.08057 eV.